(1)
Here is a cluster of 2 separate species, CH3N2O in total from the Open Molecules 2025 dataset. Energies are from wB97M-V/def2-TZVPD.

The geometry in XYZ format:
```
7
CH3N2O wB97M-V/def2-TZVPD
H 0.71 -0.26 -1.33
H -2.55 1.95 2.02
O -2.13 0.03 1.10
N -2.02 1.46 1.36
C -0.99 0.71 1.13
H 0.11 -1.78 -1.34
N 0.61 -1.10 -0.83
```

Results
Energy (a.u.): -223.97584
Gap between HOMO and LUMO (spin up / spin down) (eV): 5.1515 / 4.5682
Energy relative to the best compared isomer or geometry (same formula, charge and spin) (kcal/mol): 232.7
Total charge: +1
E_HOMO (spin up / spin down) (eV): -15.61 / -15.50
Spin multiplicity: 1
Largest force on an atom (Eh/bohr): 0.0541
E_LUMO (spin up / spin down) (eV): -10.46 / -10.93

Results of the Mulliken charge analysis, in e, for atoms 1 through 6:
1. H 0.3511
2. H 0.3029
3. O -0.1492
4. N -0.0840
5. C 0.2422
6. H 0.3327


(2)
Here is a structure of composition C16H20F3MnO from the Open Molecules 2025 dataset. Energies are from wB97M-V/def2-TZVPD.

The geometry in XYZ format:
```
41
C16H20F3MnO wB97M-V/def2-TZVPD
H -1.93 -0.90 -0.72
C 1.08 -2.46 -1.21
H 1.19 -1.56 -4.11
C 0.70 -1.84 0.17
F 0.31 0.88 3.88
C -2.00 1.99 0.99
H 3.09 1.10 0.66
C -1.85 -0.10 0.02
H -1.93 -1.22 1.96
Mn -0.05 0.97 1.03
H 2.11 -2.15 -1.46
H -1.49 -3.23 -1.54
H -0.28 3.48 -0.71
C 0.47 3.07 1.39
H -0.92 -3.78 -3.12
C 1.58 2.27 1.83
H 1.64 1.80 -1.51
H 1.18 -0.32 -2.84
H -2.14 1.23 3.10
C 0.36 2.91 -0.04
C 2.16 1.66 0.67
C 0.18 -2.13 -2.31
C -1.87 1.28 -0.26
H 2.03 2.32 2.81
H 1.48 -2.14 0.89
C -1.07 -2.88 -2.50
H -0.30 -0.66 -3.78
O 0.65 -0.47 0.06
C -1.97 1.03 2.05
H -2.22 3.05 1.11
H -1.89 1.71 -1.27
C 0.58 -1.12 -3.30
H -0.06 3.78 2.01
F 0.06 -1.15 3.07
C 0.61 0.07 2.81
H 1.08 -3.55 -1.07
F 1.96 -0.14 2.81
C -1.86 -0.27 1.44
H -0.26 -2.31 0.49
H -1.82 -2.27 -3.02
C 1.40 2.04 -0.48
```

Results
Energy (a.u.): -2147.35386
Gap between HOMO and LUMO (spin up / spin down) (eV): 6.0011 / 6.4494
Total charge: -1
E_HOMO (spin up / spin down) (eV): -2.75 / -3.24
⟨S²⟩: 3.80
Spin multiplicity: 4
Largest force on an atom (Eh/bohr): 0.0586
E_LUMO (spin up / spin down) (eV): 3.25 / 3.21

Results of the Mulliken charge analysis, in e, for atoms 1 through 6:
1. H 0.6377
2. C -1.0141
3. H 0.3191
4. C -0.6703
5. F -0.3299
6. C -0.8219


(3)
Here is an isolated molecule of CH2N2OS from the Open Molecules 2025 dataset. Energies are from wB97M-V/def2-TZVPD.

The geometry in XYZ format:
```
7
CH2N2OS wB97M-V/def2-TZVPD
O 1.25 0.75 -0.85
N -0.82 -0.85 -0.84
N 0.45 -0.13 2.42
H -1.01 1.28 -0.65
S 0.00 0.29 -0.40
H -0.08 -1.59 -1.05
C 0.22 0.25 1.37
```

Results
Energy (a.u.): -622.11066
Gap between HOMO and LUMO (eV): 11.3576
Energy relative to the best compared isomer or geometry (same formula, charge and spin) (kcal/mol): 42.0
Total charge: 0
E_HOMO (eV): -11.36
Spin multiplicity: 1
Largest force on an atom (Eh/bohr): 0.0816
E_LUMO (eV): 0.00

Results of the Mulliken charge analysis, in e, for atoms 1 through 6:
1. O -0.5004
2. N -0.5099
3. N -0.3064
4. H 0.1965
5. S 0.5431
6. H 0.2711


(4)
Here is a structure of composition C3H2BrNO4 from the Open Molecules 2025 dataset. Energies are from wB97M-V/def2-TZVPD.

The geometry in XYZ format:
```
11
C3H2BrNO4 wB97M-V/def2-TZVPD
O -0.02 -2.03 -1.28
O -0.64 1.82 -0.92
Br 2.22 -0.64 0.30
C -0.29 -0.89 -1.02
C -0.57 -0.37 1.47
H -1.18 -0.48 -1.47
O -1.65 0.08 1.36
N 0.37 1.40 -0.40
H -0.05 -0.88 2.16
O 1.32 2.06 -0.04
C 0.51 -0.06 -0.17
```

Results
Energy (a.u.): -3045.05884
Gap between HOMO and LUMO (eV): 9.4916
Energy relative to the best compared isomer or geometry (same formula, charge and spin) (kcal/mol): 127.6
Total charge: 0
E_HOMO (eV): -10.26
Spin multiplicity: 1
Largest force on an atom (Eh/bohr): 0.1473
E_LUMO (eV): -0.77

Results of the Mulliken charge analysis, in e, for atoms 1 through 6:
1. O -0.4575
2. O -0.5575
3. Br 0.0047
4. C -0.0219
5. C 0.0630
6. H 0.4562


Which value of energy does entry 4 give? -3045.05884 a.u.


energy of number 4 (C3H2BrNO4)? -3045.05884 a.u.